C2H7N3 | wB97M-V/def2-TZVPD

Computed properties:
multiplicity: 1
HOMO level: -7.274 eV
orbital gap: 7.96 eV
energy relative to the best compared isomer or geometry (same formula, charge and spin): 428.4 kJ/mol

Cartesian coordinates (Å):
N 0.771 0.575 -0.123
N 0.344 -1.624 0.646
N 1.410 0.272 -1.203
C -0.962 1.353 -0.301
C 0.185 -0.282 0.723
H 0.879 -2.018 -0.115
H -1.771 0.648 -0.485
H 1.225 -0.708 -1.487
H -1.144 2.011 0.544
H -0.661 1.886 -1.192
H -0.258 0.112 1.624
H -0.018 -2.225 1.366